An isolated molecule of C3H4O2 in a non-equilibrium geometry, computed with wB97M-V/def2-TZVPD.

Last column: Mulliken charge in e.
Geometry (Å):
C1 -0.4031 0.0165 -0.1605  0.3027
C2 0.4509 1.0778 0.0436  -0.1046
C3 0.4947 -1.0763 0.0248  -0.3567
O1 -1.7544 -0.1114 -0.3309  -0.5231
O2 1.5686 0.5778 0.4893  -0.5109
H1 -2.2150 0.5728 0.1686  0.3206
H2 0.3347 2.1393 -0.1716  0.3796
H3 0.2097 -1.9563 0.6001  0.2737
H4 1.3139 -1.2403 -0.6635  0.2186

## Properties
ΔE to the lowest compared entry with this formula, charge and spin = 357.5 kJ/mol
LUMO level (alpha / beta) = -0.0089 / -0.0089 Eh
Highest occupied orbital energy (alpha / beta) = -8.16 / -8.16 eV
M = 72.1 u

***

A cluster of 4 separate species, C14H25NO14P in total in a non-equilibrium geometry, computed with wB97M-V/def2-TZVPD.

Last column: Mulliken charge in e.
Geometry (Å):
N1 -2.9762 -0.8726 1.5313  -0.7184
C1 -2.0598 -0.5963 0.6833  -0.1433
C2 -0.8185 0.2365 1.0006  -0.5488
P1 0.3069 -0.5724 2.3600  -0.1789
O1 -0.9354 -0.5778 3.5717  -0.5012
O2 -0.1414 -2.0835 1.5779  -0.0352
C3 0.8242 -2.3687 0.5774  -0.4662
C4 2.1731 -1.7725 1.0726  0.4873
C5 3.2796 -1.5755 0.0328  -0.4623
O3 4.0298 -2.7516 -0.3377  -0.2917
O4 3.3684 -3.9292 0.0497  -0.3172
O5 1.8151 -0.4456 1.4500  -0.1339
H1 -3.7055 -1.4418 1.0956  0.3158
H2 -2.1711 -1.0100 -0.3372  0.3210
H3 -0.1913 0.3166 0.1014  -0.0817
H4 -1.1661 1.2294 1.3031  0.5562
H5 0.5778 0.7682 2.8340  -0.2433
H6 1.1386 -1.2404 3.3392  -0.0039
H7 -0.9823 -1.4406 3.9926  0.2625
H8 0.6956 -1.8809 -0.4073  0.1671
H9 0.8214 -3.4612 0.4648  0.3328
H10 2.5808 -2.3134 1.9475  0.1175
H11 4.0098 -0.8843 0.4880  0.2202
H12 2.9180 -1.0757 -0.8826  0.0711
H13 3.7873 -4.2454 0.8629  0.3114
C6 -1.8514 -5.0351 1.5064  -0.1185
C7 -3.3441 -5.2544 1.5490  -0.3935
O6 -3.8261 -4.3016 0.6024  -0.3353
C8 -2.8110 -4.0218 -0.2552  0.6647
O7 -2.9323 -3.3889 -1.2552  -0.5658
O8 -1.6491 -4.5646 0.1765  -0.2625
H14 -1.2830 -5.9470 1.6827  0.3178
H15 -1.5168 -4.2622 2.2027  0.1266
H16 -3.6304 -6.2567 1.2171  0.2659
H17 -3.7724 -5.0690 2.5319  0.3102
C9 2.9324 3.5721 -1.2789  -0.3937
C10 2.8644 2.0800 -1.0662  -0.3923
O9 1.8199 1.9444 -0.1080  -0.0317
C11 1.0286 3.0357 -0.2021  0.4690
O10 -0.0239 3.1579 0.3357  -0.4474
O11 1.5933 3.9822 -1.0087  -0.3824
H18 3.2213 3.8451 -2.2923  0.3378
H19 3.6025 4.0658 -0.5710  0.2552
H20 2.5821 1.5408 -1.9743  0.2769
H21 3.7926 1.6634 -0.6800  0.2859
C12 -1.5212 4.4293 -2.5530  0.2911
C13 -1.7702 5.8774 -2.2288  -0.3620
O12 -0.9787 6.5540 -3.2107  -0.3462
C14 -0.8122 5.7118 -4.2610  0.6492
O13 -0.3443 6.0292 -5.3079  -0.5483
O14 -1.2476 4.4665 -3.9601  -0.3545
H22 -2.3800 3.7956 -2.3438  0.3342
H23 -0.6517 4.0306 -2.0344  -0.2629
H24 -2.8164 6.1641 -2.3612  0.2745
H25 -1.4534 6.1438 -1.2229  0.3014

## Properties
LUMO level = 0.0904 Eh
Net charge = -1
Highest occupied orbital energy = -4.15 eV
M = 462.3 u

***

A cluster of 2 separate species, CHN2O2P in total in a non-equilibrium geometry, computed with wB97M-V/def2-TZVPD.

Last column: Mulliken charge in e.
Geometry (Å):
C1 1.4603 1.1420 1.2073  0.2944
N1 1.6084 1.1901 2.3383  -0.3212
N2 -1.7311 -1.6201 -0.8510  0.7724
O1 -1.3823 -2.7084 -1.1603  -0.3849
O2 -1.2243 -0.6065 -0.5578  -0.4283
P1 1.2883 1.4754 -0.5079  0.0309
H1 -0.0192 1.1275 -0.4685  0.0368

## Properties
ΔE to the lowest compared entry with this formula, charge and spin = 159.2 kJ/mol
LUMO level (alpha / beta) = -0.0665 / -0.0803 Eh
Highest occupied orbital energy (alpha / beta) = -9.53 / -10.67 eV
M = 104.0 u

***

A cluster of 3 separate species, C25H48FN3O9 in total in a non-equilibrium geometry, computed with wB97M-V/def2-TZVPD.

Last column: Mulliken charge in e.
Geometry (Å):
C1 -1.1934 -1.7584 -0.9493  -0.8439
C2 -1.4266 -2.7126 0.2835  -0.1338
O1 -0.5164 -2.5094 1.3599  -0.4380
C3 0.7909 -3.0009 1.2044  1.2169
C4 1.0744 -3.8245 -0.0255  -0.4430
N1 1.2518 -4.4339 -0.9325  -0.5897
N2 1.0903 -3.8550 2.3862  -0.5965
C5 0.0898 -4.4662 2.8850  0.9785
C6 -0.2498 -4.2241 4.3524  -1.5028
C7 -0.7984 -5.4773 2.1779  -1.3416
C8 1.8214 -1.7874 1.3258  2.4076
C9 3.0448 -2.3758 2.0018  -0.7164
N3 3.8861 -2.8115 2.5719  -0.6148
C10 2.3227 -1.2811 -0.0511  -0.9721
O2 3.4928 -2.0124 -0.3740  -0.2077
O3 3.5193 -2.1390 -1.7632  -0.4656
C11 1.3152 -0.6785 2.2781  -1.2164
C12 0.7431 0.5753 1.5829  0.9189
C13 1.6720 1.7945 1.7375  -1.6630
F1 -0.4340 0.9278 2.2693  -0.4475
H1 -0.7594 -2.3500 -1.7666  0.3492
H2 -2.1391 -1.2861 -1.2279  0.2047
H3 -0.4582 -0.9860 -0.7054  0.0506
H4 -1.5721 -3.7567 -0.0230  0.1377
H5 -2.4110 -2.4065 0.6671  0.5414
H6 0.5505 -3.6808 4.8594  0.3651
H7 -1.2362 -3.7635 4.4626  0.2913
H8 -0.2804 -5.2213 4.8330  0.4677
H9 -1.8440 -5.2261 2.4251  0.2735
H10 -0.6606 -5.5206 1.0962  0.3340
H11 -0.6164 -6.4534 2.6481  0.4625
H12 2.6187 -0.2193 -0.0438  0.3205
H13 1.5861 -1.3992 -0.8562  0.3526
H14 4.3171 -2.6501 -1.9561  0.3303
H15 2.1870 -0.3451 2.8557  0.6254
H16 0.5814 -1.0168 3.0150  0.2707
H17 0.4389 0.4296 0.5419  0.1309
H18 1.4910 2.2585 2.7115  0.4098
H19 2.7271 1.5306 1.5980  0.3326
H20 1.4324 2.5147 0.9428  0.3950
C14 4.7714 2.4501 -1.5490  -0.8383
O4 5.1296 3.3635 -0.5298  -0.2567
C15 6.5245 3.5120 -0.3220  -0.5355
C16 6.9976 4.9563 -0.4023  -0.3339
O5 6.8465 5.6253 -1.6460  -0.4644
C17 5.5424 5.8451 -2.1601  -0.2532
C18 4.6199 6.7552 -1.3603  -0.4758
O6 4.2907 6.2357 -0.0825  -0.2706
C19 4.5647 7.0985 1.0045  -0.8595
H21 4.5443 1.4737 -1.1094  0.2579
H22 3.8708 2.8282 -2.0379  0.2442
H23 5.5492 2.3444 -2.3096  0.4266
H24 7.1014 2.8988 -1.0222  0.3897
H25 6.7383 3.1485 0.6901  0.3450
H26 8.0753 4.9429 -0.2151  0.4268
H27 6.5751 5.5566 0.4043  0.0840
H28 5.0576 4.8982 -2.3978  0.0350
H29 5.6955 6.3366 -3.1259  0.4331
H30 3.6817 6.8508 -1.9185  0.3670
H31 5.0680 7.7518 -1.2847  0.3559
H32 5.3652 7.8092 0.7818  0.4228
H33 4.8834 6.4857 1.8503  0.2369
H34 3.6582 7.6388 1.2920  0.2594
C20 -5.8206 -1.4714 -4.1202  -0.7838
O7 -6.5499 -2.0169 -3.0367  -0.2914
C21 -5.8291 -2.9347 -2.2338  -0.5205
C22 -5.8281 -2.5788 -0.7528  -0.2870
O8 -5.2058 -1.3552 -0.3749  -0.3966
C23 -5.7604 -0.1446 -0.8730  -0.2618
C24 -7.1779 0.2073 -0.4409  -0.6216
O9 -8.1519 -0.7114 -0.9067  -0.2856
C25 -8.9755 -1.2726 0.0973  -0.8231
H35 -6.0312 -2.0330 -5.0346  0.2617
H36 -6.1523 -0.4412 -4.2645  0.2497
H37 -4.7434 -1.4559 -3.9332  0.3488
H38 -4.7968 -3.0470 -2.5830  0.3292
H39 -6.3228 -3.9081 -2.3400  0.3740
H40 -5.2580 -3.3621 -0.2433  0.4786
H41 -6.8306 -2.6365 -0.3289  0.0571
H42 -5.6494 -0.0892 -1.9554  0.1320
H43 -5.1136 0.6469 -0.4817  0.4471
H44 -7.4241 1.1825 -0.8753  0.3715
H45 -7.2113 0.3078 0.6493  0.3532
H46 -8.4895 -1.2860 1.0768  0.3959
H47 -9.1962 -2.3044 -0.1842  0.2437
H48 -9.9188 -0.7227 0.1588  0.2583

## Properties
LUMO level = 0.0210 Eh
Highest occupied orbital energy = -8.80 eV
M = 553.7 u

***

- Which of these has the highest M?
  C25H48FN3O9

***

- Which value of M does entry 4 give?
  553.7 u

***

- Which value of M does entry 3 give?
  104.0 u

***

- Look up the M of the second one.
  462.3 u